Entry from the OMol25 dataset: C22H46HfNO9 as an isolated structure at a distorted geometry (ωB97M-V/def2-TZVPD).

## Properties
- E: -1643.98462 Eh
- Net charge: +3
- HOMO level: -14.6 eV
- F_max: 4.0 eV/A
- LUMO level: -12.92 eV
- 2S+1: 1

Each line ends with the Löwdin charge.
CARTESIAN COORDINATES (ANGSTROEM)
1 Hf 4.4474 28.6037 -2.6820  1.87
2 C 1.6126 22.7879 -2.9065  -0.05
3 C 1.4919 23.8484 -3.9310  -0.50
4 C 0.0970 24.0513 -4.5306  -0.02
5 O 2.1323 25.0516 -3.5034  -0.01
6 H 2.6157 22.3971 -2.7362  0.10
7 H 0.9738 21.9448 -3.1697  0.10
8 H 1.2251 23.0800 -1.9305  0.10
9 H 2.0939 23.4435 -4.7445  0.19
10 H -0.3075 23.1066 -4.8938  0.10
11 H 0.2806 24.5758 -5.4683  0.09
12 H -0.5145 24.6823 -3.8856  0.10
13 C -4.9834 27.7999 -5.7925  0.02
14 N -5.3386 26.5710 -6.5537  -0.43
15 O -5.2712 25.4980 -6.0127  0.07
16 O -5.8560 26.7965 -7.6709  0.06
17 H -5.0008 27.8882 -4.7063  0.09
18 H -5.5151 28.6572 -6.2053  0.10
19 H -3.9364 27.9966 -6.0228  0.09
20 C 4.0105 28.0860 -7.0741  -0.12
21 O 4.8913 27.5922 -6.1045  -0.24
22 C 5.8314 26.8104 -6.8001  -0.20
23 C 7.0740 26.6450 -5.8507  -0.12
24 O 6.5620 26.4966 -4.4800  -0.28
25 C 6.5718 25.1038 -4.0813  -0.09
26 H 4.3040 28.9340 -7.6928  0.11
27 H 3.0936 28.4559 -6.6153  0.08
28 H 3.6498 27.2535 -7.6782  0.10
29 H 6.2609 27.2029 -7.7218  0.14
30 H 5.4404 25.8602 -7.1639  0.13
31 H 7.6769 27.5506 -5.9172  0.13
32 H 7.6915 25.8043 -6.1670  0.14
33 H 6.0217 24.4069 -4.7137  0.10
34 H 6.1059 25.0444 -3.0977  0.08
35 H 7.5593 24.6802 -3.8983  0.10
36 C -0.6257 15.9005 -2.0690  -0.09
37 O -1.6019 16.3019 -3.0219  -0.13
38 C -2.6940 17.1086 -2.4178  -0.11
39 C -3.7709 17.4299 -3.4571  -0.23
40 O -3.2871 18.0906 -4.5586  -0.12
41 C -4.2648 18.2694 -5.5896  -0.05
42 H -0.9313 15.3098 -1.2054  0.10
43 H -0.2143 16.7980 -1.6071  0.09
44 H 0.1826 15.3942 -2.5966  0.10
45 H -2.3325 18.1161 -2.2121  0.12
46 H -2.9654 16.6195 -1.4823  0.13
47 H -4.4817 18.0933 -2.9645  0.13
48 H -4.3685 16.5484 -3.6893  0.14
49 H -4.7211 17.3256 -5.8882  0.10
50 H -3.8647 18.7331 -6.4913  0.10
51 H -5.1088 18.8509 -5.2188  0.09
52 C 7.6357 27.7840 0.1688  -0.09
53 O 6.2731 27.3671 0.1025  -0.26
54 C 5.8773 26.8876 1.3773  -0.18
55 C 4.4023 26.3304 1.3688  -0.14
56 O 3.6660 27.3310 0.6365  -0.26
57 C 2.3343 27.4465 1.0954  -0.12
58 H 8.3557 26.9661 0.1954  0.10
59 H 7.7160 28.4239 1.0476  0.10
60 H 8.0246 28.3229 -0.6951  0.09
61 H 5.9331 27.5536 2.2384  0.14
62 H 6.4963 26.0368 1.6621  0.14
63 H 4.0407 26.2284 2.3920  0.13
64 H 4.2219 25.3718 0.8822  0.13
65 H 2.2715 27.6908 2.1558  0.10
66 H 1.6406 26.6158 0.9663  0.09
67 H 1.7566 28.2247 0.5966  0.08
68 C -5.2958 20.8490 1.8383  -0.04
69 C -6.3101 21.0304 0.9103  -0.02
70 C -6.0543 21.6708 -0.2873  -0.04
71 C -4.7478 22.1550 -0.5882  -0.01
72 C -3.8217 22.1003 0.4807  -0.05
73 C -4.1040 21.4456 1.6445  -0.09
74 H -5.4359 20.3155 2.7668  0.13
75 H -7.2854 20.6832 1.2180  0.13
76 H -6.7138 21.6620 -1.1425  0.11
77 H -4.3796 22.5267 -1.5330  0.11
78 H -2.8220 22.4450 0.2612  0.10
79 H -3.4452 21.4816 2.4995  0.12